1.
Below is a structure of composition C25H65O11Sr, with properties calculated with wB97M-V/def2-TZVPD.

XYZ file:
```
102
Properties=species:S:1:pos:R:3
Sr -0.743 2.886 2.383
O 0.726 -0.791 0.596
C 0.296 0.426 0.917
O 1.058 1.344 1.265
O -0.915 0.676 0.885
H -0.190 -1.077 0.603
C -0.742 -0.543 -2.712
C -2.233 -0.457 -2.444
C -2.827 0.794 -3.114
O -2.866 -1.531 -3.054
H -0.239 0.310 -2.256
H -0.373 -0.780 -3.710
H -0.444 -1.423 -2.143
H -2.578 -0.514 -1.412
H -2.288 1.686 -2.794
H -3.862 0.869 -2.779
H -2.901 0.827 -4.201
H -3.806 -1.347 -3.116
C -0.847 -1.908 3.453
C -2.336 -1.857 3.219
C -2.948 -3.240 3.060
O -2.911 -1.202 4.331
H -0.446 -2.539 4.246
H -0.440 -0.908 3.598
H -0.400 -2.297 2.538
H -2.484 -1.295 2.297
H -3.970 -3.330 2.694
H -2.898 -3.810 3.988
H -2.301 -3.824 2.406
H -2.489 -0.340 4.316
C -4.231 1.337 1.292
C -3.705 2.502 0.472
C -4.784 3.249 -0.264
O -3.129 3.463 1.281
H -4.924 1.780 2.007
H -3.416 0.867 1.844
H -4.725 0.508 0.786
H -2.946 2.074 -0.183
H -5.290 2.600 -0.979
H -4.357 4.115 -0.769
H -5.613 3.647 0.321
H -3.811 4.064 1.589
C -1.614 -6.072 -2.124
C -2.040 -4.616 -1.839
C -1.595 -4.040 -0.512
O -1.637 -3.921 -2.950
H -1.804 -6.754 -1.296
H -0.528 -6.043 -2.209
H -2.013 -6.442 -3.069
H -3.126 -4.573 -1.920
H -2.097 -3.130 -0.185
H -0.531 -3.843 -0.386
H -1.877 -4.725 0.289
H -2.041 -3.051 -2.914
C 5.138 3.661 -0.708
C 3.861 2.814 -0.583
C 3.472 2.099 -1.858
O 3.984 1.847 0.403
H 5.974 3.025 -1.000
H 5.378 4.098 0.261
H 5.099 4.474 -1.433
H 3.031 3.458 -0.290
H 3.299 2.846 -2.633
H 2.578 1.501 -1.686
H 4.211 1.352 -2.148
H 3.076 1.686 0.669
C 1.815 -4.502 -3.183
C 2.577 -3.121 -3.241
C 2.560 -2.392 -1.905
O 3.887 -3.503 -3.600
H 1.527 -4.842 -4.178
H 0.920 -4.471 -2.562
H 2.303 -5.373 -2.747
H 2.055 -2.551 -4.010
H 2.894 -1.357 -1.988
H 3.255 -2.916 -1.250
H 1.527 -2.330 -1.563
H 4.079 -2.914 -4.333
C 0.398 4.123 -1.307
C 0.501 5.330 -0.375
C -0.111 6.588 -0.950
O 0.110 5.012 0.912
H -0.621 4.031 -1.683
H 0.697 3.156 -0.903
H 1.051 4.218 -2.175
H 1.585 5.441 -0.380
H 0.218 7.480 -0.417
H -1.200 6.635 -0.930
H 0.171 6.768 -1.988
H 0.396 5.753 1.451
C 4.614 -0.261 3.967
C 3.097 -0.108 4.177
C 2.515 -1.265 4.870
O 2.807 1.055 4.955
H 4.943 0.329 3.112
H 4.836 -1.320 3.835
H 5.154 0.204 4.792
H 2.637 0.032 3.199
H 1.436 -1.275 5.024
H 2.894 -1.341 5.889
H 2.725 -2.209 4.368
H 1.879 1.231 4.781
```

- HOMO level (alpha / beta) (eV) = -4.58 / -9.54
- multiplicity = 2

Atomic partial charges in e from the Mulliken method, atoms 1 to 99:
1 Sr 0.724
2 O -0.430
3 C 1.151
4 O -0.682
5 O -0.714
6 H -0.156
7 C -0.297
8 C 1.174
9 C -1.376
10 O -0.641
11 H 0.012
12 H 0.505
13 H -0.342
14 H -0.183
15 H 0.119
16 H 0.414
17 H 0.385
18 H 0.327
19 C -1.003
20 C 1.648
21 C -1.544
22 O -0.608
23 H 0.510
24 H 0.136
25 H 0.049
26 H -0.532
27 H 0.382
28 H 0.432
29 H 0.217
30 H 0.334
31 C -1.006
32 C 1.390
33 C -1.760
34 O -0.432
35 H 0.368
36 H -0.052
37 H 0.340
38 H -0.290
39 H 0.376
40 H 0.420
41 H 0.504
42 H 0.265
43 C -1.417
44 C 0.246
45 C -0.656
46 O -0.556
47 H 0.389
48 H 0.234
49 H 0.351
50 H 0.475
51 H 0.182
52 H 0.064
53 H 0.441
54 H 0.251
55 C -1.676
56 C 1.490
57 C -0.769
58 O -0.586
59 H 0.381
60 H 0.401
61 H 0.368
62 H -0.472
63 H 0.348
64 H -0.198
65 H 0.370
66 H 0.145
67 C -0.895
68 C 0.455
69 C -0.494
70 O -0.557
71 H 0.359
72 H -0.234
73 H 0.450
74 H 0.304
75 H -0.061
76 H 0.428
77 H -0.160
78 H 0.358
79 C -1.115
80 C 0.659
81 C -1.517
82 O -0.243
83 H 0.412
84 H 0.007
85 H 0.429
86 H 0.188
87 H 0.439
88 H 0.320
89 H 0.370
90 H 0.182
91 C -1.417
92 C 1.596
93 C -1.414
94 O -0.613
95 H 0.269
96 H 0.340
97 H 0.363
98 H -0.423
99 H 0.249



2.
Below is a cluster of 9 separate species, C25H66N2O9 in total, with properties calculated with wB97M-V/def2-TZVPD.

XYZ file:
```
102
Properties=species:S:1:pos:R:3
C 15.808 8.575 12.511
C 15.724 7.873 13.887
C 15.231 6.469 13.646
C 17.107 7.923 14.523
C 17.471 9.237 15.199
C 16.299 9.708 16.097
C 14.988 9.844 15.355
C 13.832 10.105 16.356
C 14.902 10.967 14.293
N 14.722 8.515 14.744
O 13.454 8.658 14.102
H 16.646 9.277 12.487
H 15.913 7.799 11.712
H 14.855 9.062 12.300
H 14.216 6.484 13.254
H 15.843 5.956 12.891
H 15.285 5.836 14.542
H 17.252 7.085 15.202
H 17.797 7.645 13.712
H 18.349 9.112 15.818
H 17.649 10.051 14.472
H 16.538 10.606 16.689
H 16.177 8.882 16.768
H 12.848 9.959 15.900
H 13.982 11.151 16.712
H 13.976 9.447 17.233
H 13.976 10.815 13.782
H 15.811 10.901 13.684
H 14.863 11.943 14.806
H 12.884 7.917 14.330
C 10.167 9.176 11.320
C 9.704 9.304 9.860
C 8.235 9.679 9.885
C 10.551 10.415 9.204
C 11.972 10.046 8.905
C 11.928 8.766 8.077
C 11.182 7.587 8.679
C 11.003 6.442 7.643
C 11.864 7.000 9.921
N 9.852 8.141 8.965
O 9.074 6.992 9.404
H 9.819 8.194 11.734
H 11.275 9.141 11.490
H 9.729 9.918 12.013
H 7.582 8.933 10.278
H 8.041 10.654 10.333
H 7.975 9.829 8.837
H 10.010 10.831 8.377
H 10.440 11.225 9.885
H 12.642 10.850 8.504
H 12.415 9.835 9.903
H 12.880 8.443 7.677
H 11.317 9.031 7.209
H 10.595 5.582 8.136
H 11.943 6.358 7.089
H 10.228 6.727 6.874
H 12.250 7.749 10.593
H 12.680 6.311 9.670
H 11.179 6.452 10.569
H 8.372 6.981 8.703
C 15.590 14.293 7.342
O 15.801 13.778 8.634
H 14.621 14.784 7.277
H 16.350 15.037 7.031
H 15.620 13.430 6.657
H 15.757 12.813 8.546
C 11.790 13.879 9.744
O 11.457 13.318 8.495
H 10.913 13.992 10.371
H 12.488 13.220 10.222
H 12.301 14.852 9.769
H 10.629 13.658 8.193
C 15.792 15.305 11.968
O 14.895 15.208 10.886
H 15.165 15.542 12.833
H 16.398 14.384 12.159
H 16.592 16.085 11.828
H 15.358 14.599 10.240
C 18.874 11.711 11.915
O 17.845 12.233 11.156
H 18.405 10.809 12.364
H 19.739 11.420 11.338
H 19.216 12.427 12.659
H 18.222 12.898 10.584
C 15.981 6.158 9.203
O 17.183 6.846 8.901
H 15.545 6.041 8.170
H 16.142 5.206 9.688
H 15.293 6.719 9.855
H 17.649 7.156 9.694
C 15.424 10.387 9.428
O 15.625 11.119 8.287
H 16.366 10.181 10.004
H 14.810 10.991 10.075
H 14.910 9.421 9.305
H 16.213 10.626 7.650
C 16.730 8.199 5.651
O 16.889 9.030 6.790
H 16.354 8.738 4.760
H 17.713 7.774 5.349
H 16.029 7.391 5.824
H 17.208 8.487 7.502
```

- HOMO level (eV) = -8.48
- SMILES = CC1(C)CCCC(C)(C)N1O.CC1(C)CCCC(C)(C)N1O.CO.CO.CO.CO.CO.CO.CO
- energy above the lowest of the compared OMol25 structures with the same formula, charge and spin (kJ/mol) = 239.3

Atomic partial charges in e from the Mulliken method, atoms 1 to 99:
1 C -0.120
2 C 2.438
3 C -1.929
4 C -1.411
5 C -0.239
6 C -1.391
7 C 1.654
8 C -1.836
9 C -1.403
10 N -0.160
11 O -0.393
12 H -0.427
13 H -0.438
14 H 0.068
15 H 0.368
16 H 0.373
17 H 0.388
18 H 0.432
19 H 0.287
20 H 0.520
21 H -0.111
22 H 0.396
23 H 0.457
24 H 0.345
25 H 0.389
26 H 0.403
27 H 0.363
28 H 0.104
29 H 0.489
30 H 0.338
31 C -1.447
32 C 2.312
33 C -2.216
34 C -1.851
35 C 1.125
36 C -1.809
37 C 2.223
38 C -2.073
39 C -1.218
40 N 0.012
41 O -0.496
42 H 0.346
43 H -0.060
44 H 0.384
45 H 0.442
46 H 0.385
47 H 0.513
48 H 0.406
49 H 0.410
50 H 0.258
51 H -0.752
52 H 0.509
53 H 0.392
54 H 0.450
55 H 0.394
56 H 0.383
57 H -0.110
58 H 0.332
59 H 0.424
60 H 0.363
61 C -0.715
62 O -0.496
63 H 0.221
64 H 0.232
65 H 0.263
66 H 0.522
67 C -0.569
68 O -0.488
69 H 0.374
70 H 0.128
71 H 0.278
72 H 0.254
73 C -0.380
74 O -0.421
75 H 0.243
76 H 0.032
77 H 0.235
78 H 0.386
79 C -0.424
80 O -0.271
81 H -0.064
82 H 0.324
83 H 0.268
84 H 0.196
85 C -0.199
86 O -0.533
87 H 0.200
88 H 0.371
89 H -0.107
90 H 0.289
91 C -0.628
92 O -0.586
93 H 0.494
94 H 0.376
95 H 0.069
96 H 0.234
97 C -0.668
98 O -0.449
99 H 0.303



3.
Below is a cluster of 9 separate species, C25H67O9 in total, with properties calculated with wB97M-V/def2-TZVPD.

XYZ file:
```
101
Properties=species:S:1:pos:R:3
C -2.336 3.882 24.542
C -2.511 3.778 22.999
C -1.898 5.072 22.344
O -2.040 2.574 22.483
H -2.878 3.090 25.058
H -2.772 4.792 24.952
H -1.316 3.788 24.913
H -3.578 3.972 22.886
H -2.285 6.000 22.765
H -2.095 5.135 21.274
H -0.810 5.134 22.372
C -2.270 5.765 16.211
C -2.010 5.664 17.731
C -1.896 6.993 18.419
O -3.045 5.001 18.304
H -3.305 6.085 16.089
H -2.194 4.843 15.636
H -1.531 6.409 15.733
H -1.048 5.194 17.932
H -1.681 6.838 19.477
H -2.821 7.563 18.329
H -1.092 7.593 17.992
H -3.872 5.439 18.089
C -6.400 -0.208 22.625
C -5.059 0.234 23.081
C -3.997 -0.910 23.199
O -4.613 1.160 22.093
H -6.858 -0.853 23.374
H -6.324 -0.857 21.752
H -7.025 0.656 22.403
H -5.087 0.770 24.030
H -2.978 -0.566 23.377
H -3.887 -1.490 22.283
H -4.251 -1.569 24.030
H -3.895 1.691 22.446
C -1.206 -0.865 25.533
C -1.139 0.668 25.662
C -1.886 1.164 26.843
O 0.183 1.134 25.903
H -0.841 -1.210 24.565
H -2.243 -1.198 25.578
H -0.612 -1.400 26.274
H -1.398 1.126 24.707
H -2.954 0.956 26.777
H -1.826 2.246 26.962
H -1.558 0.642 27.742
H 0.442 0.834 26.777
C -5.175 8.228 23.886
C -4.647 7.884 25.252
C -3.148 7.894 25.412
O -5.233 8.814 26.160
H -4.817 9.203 23.556
H -6.258 8.301 23.985
H -4.969 7.459 23.142
H -5.162 6.937 25.416
H -2.586 7.249 24.736
H -2.818 7.613 26.413
H -2.824 8.924 25.264
H -4.817 9.678 26.105
C -3.636 5.172 28.286
C -4.363 6.015 29.347
C -5.750 5.478 29.779
O -3.578 6.077 30.509
H -4.047 5.125 27.278
H -3.505 4.149 28.638
H -2.599 5.486 28.168
H -4.458 7.055 29.036
H -6.456 5.485 28.949
H -6.174 6.036 30.614
H -5.665 4.473 30.194
H -4.156 6.466 31.170
C 2.514 6.333 26.405
C 1.395 5.218 26.325
C 0.096 5.714 26.880
O 1.219 4.831 24.964
H 3.464 6.010 25.978
H 2.771 6.671 27.409
H 2.212 7.265 25.926
H 1.710 4.302 26.825
H -0.739 5.044 26.676
H -0.117 6.703 26.475
H 0.223 5.918 27.944
H 1.000 5.625 24.471
C -0.419 8.268 21.830
C 0.864 7.564 22.362
C 2.134 8.396 22.242
O 0.627 7.421 23.785
H -0.565 9.198 22.380
H -1.278 7.605 21.932
H -0.308 8.495 20.770
H 1.036 6.602 21.878
H 2.185 9.265 22.898
H 2.331 8.787 21.244
H 2.997 7.777 22.488
H 0.517 8.336 24.056
C -5.676 4.826 21.228
O -5.709 3.956 20.188
H -6.418 5.597 21.023
H -5.959 4.340 22.162
H -4.694 5.279 21.364
H -5.907 4.441 19.383
```

- HOMO level (eV) = -3.06
- energy above the lowest of the compared OMol25 structures with the same formula, charge and spin (kJ/mol) = 0.0
- net charge = -1

Atomic partial charges in e from the Mulliken method, atoms 1 to 99:
1 C -0.483
2 C 1.682
3 C -0.821
4 O -1.059
5 H 0.296
6 H -0.192
7 H 0.180
8 H -0.764
9 H -0.206
10 H -0.070
11 H 0.300
12 C -1.410
13 C 0.359
14 C -0.798
15 O -0.418
16 H 0.352
17 H 0.320
18 H 0.365
19 H 0.335
20 H -0.102
21 H 0.315
22 H 0.418
23 H 0.295
24 C -1.579
25 C 0.815
26 C -1.092
27 O -0.514
28 H 0.399
29 H 0.329
30 H 0.338
31 H 0.189
32 H 0.119
33 H 0.340
34 H 0.366
35 H 0.195
36 C -1.788
37 C 1.307
38 C -1.206
39 O -0.581
40 H 0.404
41 H 0.305
42 H 0.389
43 H -0.065
44 H 0.321
45 H 0.077
46 H 0.538
47 H 0.351
48 C -1.507
49 C 0.819
50 C -0.694
51 O -0.606
52 H 0.361
53 H 0.389
54 H 0.218
55 H 0.177
56 H -0.097
57 H 0.140
58 H 0.495
59 H 0.339
60 C -0.965
61 C 0.496
62 C -1.435
63 O -0.552
64 H 0.314
65 H 0.488
66 H 0.069
67 H 0.167
68 H 0.311
69 H 0.429
70 H 0.358
71 H 0.318
72 C -1.360
73 C 0.344
74 C -0.486
75 O -0.514
76 H 0.317
77 H 0.431
78 H 0.199
79 H 0.442
80 H -0.245
81 H 0.058
82 H 0.490
83 H 0.256
84 C -1.032
85 C 0.396
86 C -1.452
87 O -0.237
88 H 0.467
89 H 0.063
90 H 0.285
91 H 0.377
92 H 0.291
93 H 0.408
94 H 0.373
95 H 0.243
96 C -0.557
97 O -0.476
98 H 0.508
99 H 0.199



4.
Below is a cluster of 7 separate species, C25H70N6O7 in total, with properties calculated with wB97M-V/def2-TZVPD.

XYZ file:
```
108
Properties=species:S:1:pos:R:3
C 13.929 18.780 10.936
O 13.802 17.365 11.273
C 12.635 17.176 12.098
C 12.661 15.590 12.259
C 12.407 14.848 10.938
N 11.569 15.114 13.220
H 14.794 18.846 10.292
H 14.026 19.435 11.782
H 13.131 18.939 10.240
H 12.816 17.783 13.020
H 11.738 17.373 11.555
H 13.578 15.414 12.730
H 11.401 15.048 10.592
H 12.396 13.741 11.106
H 13.136 15.064 10.174
H 11.634 15.549 14.103
H 10.604 15.224 12.891
C 16.396 12.409 11.310
O 16.720 13.083 12.524
C 15.979 14.236 12.857
C 16.927 15.329 13.231
C 17.964 14.894 14.257
N 16.086 16.530 13.537
H 17.329 11.866 11.023
H 16.192 13.126 10.502
H 15.559 11.753 11.363
H 15.385 14.530 11.975
H 15.321 14.020 13.686
H 17.530 15.459 12.351
H 17.667 14.678 15.240
H 18.788 15.662 14.357
H 18.474 14.034 13.885
H 16.738 17.273 13.707
H 15.649 16.808 12.671
C 20.291 10.129 11.232
O 20.224 9.080 12.201
C 19.078 8.302 12.182
C 18.057 8.789 13.239
C 18.437 8.693 14.723
N 16.749 8.079 13.189
H 21.341 10.429 11.219
H 19.637 11.002 11.402
H 20.141 9.704 10.209
H 18.602 8.354 11.209
H 19.509 7.323 12.443
H 17.895 9.888 12.971
H 18.530 7.627 15.066
H 17.566 9.155 15.297
H 19.416 9.113 15.022
H 16.220 8.294 14.024
H 16.259 8.364 12.332
C 16.298 12.823 19.020
O 15.594 11.871 18.200
C 16.057 11.729 16.900
C 15.098 10.817 16.079
C 15.034 9.371 16.611
N 15.476 10.938 14.634
H 16.503 13.646 18.381
H 17.173 12.422 19.538
H 15.643 13.011 19.879
H 16.095 12.734 16.458
H 17.126 11.274 16.782
H 14.139 11.334 16.066
H 16.051 8.966 16.692
H 14.531 8.584 16.041
H 14.564 9.431 17.612
H 16.542 10.858 14.557
H 15.244 11.853 14.316
C 9.912 10.860 13.496
O 10.415 10.141 14.583
C 10.516 10.845 15.822
C 11.368 10.088 16.871
C 10.779 8.731 17.274
N 11.621 11.009 18.080
H 10.065 10.295 12.598
H 10.332 11.861 13.454
H 8.837 11.015 13.606
H 10.975 11.821 15.660
H 9.527 10.984 16.275
H 12.300 9.914 16.311
H 10.725 8.009 16.425
H 9.769 8.814 17.786
H 11.326 8.162 18.022
H 12.130 10.441 18.743
H 10.762 11.278 18.584
C 13.560 15.466 19.978
O 13.696 14.248 20.687
C 12.525 13.492 20.630
C 12.622 12.270 21.469
C 13.793 11.328 21.180
N 11.414 11.420 21.325
H 14.296 16.192 20.256
H 12.596 15.913 20.229
H 13.730 15.276 18.893
H 11.708 14.121 20.904
H 12.194 13.253 19.585
H 12.718 12.571 22.513
H 13.647 10.488 21.903
H 14.755 11.780 21.409
H 13.823 10.958 20.143
H 10.653 12.118 21.505
H 11.474 10.696 22.033
C 13.254 8.759 13.427
O 14.163 9.365 12.523
H 12.200 8.673 13.062
H 13.683 7.834 13.754
H 13.260 9.453 14.296
H 14.875 9.732 13.077
```

- HOMO level (eV) = -8.69
- SMILES = COC[C@H](C)N.COC[C@H](C)N.COC[C@H](C)N.COC[C@H](C)N.COC[C@H](C)N.COC[C@H](C)N.CO
- energy above the lowest of the compared OMol25 structures with the same formula, charge and spin (kJ/mol) = 294.6

Atomic partial charges in e from the Mulliken method, atoms 1 to 99:
1 C -0.898
2 O -0.270
3 C -0.791
4 C 1.168
5 C -1.456
6 N -0.540
7 H 0.275
8 H 0.316
9 H 0.354
10 H 0.351
11 H 0.437
12 H -0.513
13 H 0.479
14 H 0.283
15 H 0.349
16 H 0.231
17 H 0.232
18 C -0.760
19 O 0.050
20 C -0.630
21 C 0.466
22 C -1.485
23 N -0.641
24 H 0.089
25 H 0.427
26 H 0.313
27 H 0.178
28 H 0.385
29 H 0.145
30 H 0.345
31 H 0.379
32 H 0.345
33 H 0.309
34 H 0.116
35 C -0.509
36 O -0.345
37 C -0.784
38 C 1.582
39 C -1.351
40 N -0.688
41 H 0.288
42 H 0.059
43 H 0.318
44 H 0.415
45 H 0.282
46 H -0.653
47 H 0.318
48 H 0.038
49 H 0.370
50 H 0.243
51 H 0.401
52 C -0.400
53 O -0.136
54 C -0.666
55 C 0.189
56 C -1.670
57 N 0.182
58 H 0.311
59 H 0.214
60 H -0.078
61 H 0.278
62 H 0.179
63 H 0.687
64 H 0.546
65 H 0.293
66 H 0.216
67 H 0.010
68 H -0.075
69 C -0.718
70 O -0.249
71 C -0.876
72 C 1.805
73 C -1.608
74 N -0.106
75 H 0.263
76 H 0.232
77 H 0.319
78 H 0.411
79 H 0.370
80 H -1.330
81 H 0.324
82 H 0.312
83 H 0.457
84 H 0.053
85 H 0.251
86 C -0.744
87 O -0.354
88 C -0.831
89 C 0.580
90 C -1.366
91 N -0.577
92 H 0.270
93 H 0.334
94 H 0.249
95 H 0.553
96 H 0.306
97 H 0.276
98 H 0.465
99 H 0.399



no.,E (eV)
1,-50336.483
2,-48397.394
3,-45436.882
4,-50327.616